1.
156
Properties=species:S:1:pos:R:3:forces:R:3 method="wB97M-V/def2-TZVPD" smiles="C#C[C@]1(CC[C@H](C)CCC=C(C)C)OC(=O)[C@@](CCCO)(P(O)O)[C@@H]1P(O)O.COCCNCCOC.COCCNCCOC.COCCNCCOC.COCCNCCOC"
C -0.4464 -0.3402 -1.8217 3.922 -5.132 -1.976
C 0.2236 -1.3147 -2.4128 -2.929 5.622 1.749
C 1.2105 -2.2643 -3.2420 -0.057 0.629 2.183
C 0.7458 -3.7811 -2.9619 0.313 -1.047 -0.087
C 0.2142 -4.6226 -4.2252 0.284 -0.651 0.393
C -1.3738 -4.5624 -4.5085 -0.389 -0.589 -0.178
C -1.6868 -4.8339 -6.1019 1.022 0.945 0.521
C -2.1446 -3.2677 -3.9428 -0.925 -0.327 0.214
C -3.7372 -3.6430 -3.9466 -0.755 0.857 1.698
C -4.7153 -2.3853 -4.1560 0.341 1.630 0.232
C -4.4061 -0.9915 -3.9595 -0.418 -1.492 -0.422
C -4.7864 0.0326 -5.1639 -2.293 -0.670 1.761
C -3.7606 -0.4385 -2.5977 1.341 -0.772 -0.810
O 2.4490 -2.1791 -2.4200 1.361 2.015 -1.130
C 3.3917 -1.1908 -2.8775 1.410 -0.401 2.292
O 4.3200 -0.7996 -2.1114 -4.345 -1.676 -3.757
C 3.0269 -0.8254 -4.4107 -0.032 1.489 0.866
C 2.9227 0.7703 -4.5237 0.014 0.972 0.633
C 1.4612 1.4340 -4.4176 0.402 1.513 -1.007
C 1.5023 2.7474 -3.4320 -0.645 0.464 -1.315
O 0.7364 2.5754 -2.2064 2.179 0.025 0.144
P 4.5688 -1.2513 -5.4876 1.686 -1.685 0.499
O 4.3445 -0.6602 -7.1071 1.169 0.400 1.758
O 5.8534 -0.3605 -4.7153 -2.377 0.463 -2.316
C 1.7875 -1.8084 -4.6751 1.837 -1.370 -1.197
P 0.5621 -1.4232 -6.1112 -1.369 0.971 -1.571
O 1.2411 -0.1798 -7.1391 0.398 -2.712 0.822
O 0.5394 -2.8100 -7.1825 2.557 1.285 2.220
H -0.8672 0.4028 -1.0373 0.838 -1.770 -2.061
H 1.6858 -4.3434 -2.5567 -1.547 1.231 -0.831
H -0.0123 -3.8023 -2.0813 1.275 0.193 -1.694
H 0.8762 -4.3742 -5.1479 -1.386 -0.321 1.479
H 0.4521 -5.7431 -3.9907 -0.339 2.010 -0.459
H -1.8384 -5.4855 -3.9624 0.879 1.693 -0.699
H -0.6994 -5.2427 -6.5644 -1.965 0.430 0.645
H -2.5683 -5.5539 -6.2569 1.428 1.208 0.148
H -1.8571 -3.7980 -6.6049 0.048 -1.954 0.738
H -1.9354 -2.2896 -4.5463 -0.387 -1.841 0.910
H -1.9030 -3.0381 -2.8239 -0.101 -0.482 -2.123
H -4.0223 -4.4404 -4.7212 0.525 1.359 0.999
H -3.9937 -4.0973 -2.9024 0.611 0.386 -1.725
H -5.8161 -2.6283 -4.4588 2.368 0.420 -0.726
H -5.3771 -0.5824 -5.9558 1.375 1.131 1.173
H -5.5771 0.7706 -4.7184 1.622 -0.712 -1.064
H -3.8795 0.5839 -5.6021 -1.355 -1.018 0.802
H -4.5412 -0.2538 -1.7530 1.049 -0.235 -1.881
H -3.1076 0.5092 -2.7932 -1.208 -1.643 0.490
H -3.0644 -1.2871 -2.1961 -1.110 1.616 -0.602
H 3.4638 1.1492 -5.4878 -1.223 -0.762 1.531
H 3.5548 1.2184 -3.6485 -0.996 -1.051 -1.496
H 0.5958 0.7188 -4.1820 1.438 1.062 0.062
H 1.2217 1.8773 -5.4719 0.363 -0.964 1.847
H 2.5884 3.1005 -3.2261 -1.715 -0.813 -0.256
H 0.9973 3.6279 -4.0098 0.826 -1.575 1.046
H 1.4226 2.4951 -1.4924 -1.199 -0.012 -0.871
H 5.2427 -0.7635 -7.5362 -1.401 0.019 0.591
H 5.8193 0.5578 -5.0851 0.195 -0.648 0.714
H 2.3314 -2.7717 -5.0685 -0.836 1.284 0.893
H 1.8495 -0.5896 -7.8084 -0.494 0.570 0.827
H 1.4152 -3.2744 -7.0375 -1.298 0.381 -0.611
C 7.0959 3.6245 -1.2866 -0.265 -0.087 0.322
O 6.4021 2.4519 -0.8927 0.311 0.262 -0.371
C 6.8620 1.2685 -1.5548 -0.332 -0.594 0.309
C 7.6075 0.3546 -0.5788 0.151 0.553 -0.237
N 8.8968 0.9301 -0.1865 -0.165 -0.092 0.124
C 9.5287 0.2523 0.9482 -0.061 0.345 0.013
C 8.7779 0.2560 2.2913 0.481 -0.104 0.081
O 8.6852 1.5399 2.9030 -0.275 -0.273 -0.183
C 7.6205 2.3481 2.4220 0.233 0.136 0.293
H 6.5557 4.4874 -0.8885 0.005 -0.144 -0.007
H 8.1081 3.6376 -0.8717 0.118 0.096 -0.182
H 7.1377 3.7150 -2.3757 0.092 0.001 -0.014
H 7.4712 1.4989 -2.4371 0.107 0.131 0.201
H 5.9693 0.7406 -1.9033 0.171 0.029 0.039
H 7.7781 -0.6175 -1.0534 -0.016 0.058 0.027
H 6.9596 0.2035 0.2899 -0.209 -0.120 -0.078
H 8.7609 1.9052 0.0633 0.015 -0.208 -0.083
H 10.4946 0.7447 1.1041 -0.055 -0.101 0.094
H 9.7471 -0.7830 0.6632 -0.112 0.013 0.031
H 9.3611 -0.3580 2.9864 -0.011 0.095 -0.032
H 7.7936 -0.2201 2.2299 -0.084 0.160 -0.111
H 6.7438 1.7594 2.1368 0.106 0.007 -0.100
H 7.9626 2.9608 1.5867 -0.229 0.019 -0.148
H 7.3279 3.0306 3.2240 0.052 -0.090 0.009
C 9.5072 3.8420 5.9534 -0.002 -0.155 0.289
O 9.4744 4.6555 7.1160 0.030 0.195 -0.453
C 9.2942 6.0450 6.8324 -0.199 0.137 0.561
C 7.9049 6.5144 7.2731 0.133 -0.386 -0.449
N 6.8562 5.9541 6.4176 0.066 0.024 0.240
C 5.5010 6.1317 6.9456 0.097 -0.303 -0.066
C 5.1682 5.4743 8.2965 -0.419 0.039 -0.254
O 5.1402 4.0503 8.2596 0.261 0.377 0.172
C 6.4111 3.4295 8.3874 -0.320 -0.245 -0.027
H 9.8414 2.8440 6.2473 -0.046 0.155 0.033
H 8.5096 3.7492 5.5142 0.063 -0.013 -0.216
H 10.2070 4.2363 5.2117 -0.069 -0.002 -0.054
H 9.4834 6.2793 5.7783 -0.146 -0.168 0.039
H 10.0411 6.5825 7.4256 -0.035 0.006 -0.033
H 7.8610 7.6079 7.2250 -0.021 -0.050 -0.006
H 7.7708 6.2112 8.3160 0.160 0.110 0.145
H 7.0222 4.9588 6.3006 0.007 0.221 0.017
H 4.8197 5.7166 6.1953 -0.035 0.045 0.135
H 5.2844 7.2042 7.0065 0.061 -0.033 0.085
H 4.1498 5.7804 8.5597 0.054 -0.068 -0.050
H 5.8053 5.8322 9.1123 0.172 -0.097 -0.063
H 7.0897 3.9950 9.0327 -0.006 0.049 -0.132
H 6.8551 3.2742 7.4029 0.263 0.029 0.053
H 6.2594 2.4429 8.8319 -0.072 0.100 -0.002
C -9.6998 0.6807 2.5848 -0.112 -0.293 -0.179
O -10.3945 0.7394 1.3490 0.146 0.385 0.310
C -10.5131 2.0647 0.8250 -0.106 -0.155 -0.583
C -9.6376 2.2374 -0.4193 0.182 -0.087 0.568
N -8.2144 2.2392 -0.0736 -0.162 -0.110 -0.140
C -7.3220 2.1183 -1.2293 0.026 -0.230 0.227
C -7.4225 0.8390 -2.0781 0.455 0.226 -0.073
O -6.9807 -0.3383 -1.4088 -0.409 0.195 -0.096
C -7.9536 -0.9412 -0.5685 0.351 -0.214 -0.050
H -9.8299 -0.3225 2.9987 -0.032 0.082 -0.137
H -8.6289 0.8510 2.4393 0.056 0.122 0.175
H -10.0993 1.4046 3.3002 0.074 0.043 0.000
H -10.2955 2.8287 1.5804 0.156 -0.162 -0.027
H -11.5592 2.1886 0.5271 0.046 0.016 0.008
H -9.8889 3.1842 -0.9095 0.034 -0.041 0.020
H -9.8784 1.4207 -1.1067 -0.232 0.013 -0.076
H -8.0261 1.4628 0.5538 -0.074 0.181 -0.111
H -6.3004 2.1813 -0.8395 -0.030 -0.029 -0.138
H -7.4643 2.9902 -1.8776 -0.073 -0.077 -0.014
H -6.7442 0.9644 -2.9289 -0.010 -0.042 0.118
H -8.4175 0.6926 -2.5118 -0.084 -0.063 0.176
H -8.9708 -0.8212 -0.9526 0.053 0.112 0.079
H -7.8731 -0.5425 0.4440 -0.288 -0.005 0.093
H -7.7334 -2.0103 -0.5126 0.022 0.071 -0.068
C -5.0207 -3.1643 0.9164 0.225 -0.090 0.159
O -4.8304 -2.8597 2.2896 -0.346 0.216 -0.282
C -5.8516 -2.0178 2.8318 0.130 -0.155 0.584
C -6.7350 -2.7964 3.8106 0.049 -0.090 -0.609
N -7.5720 -3.7743 3.1116 0.159 0.044 0.178
C -8.2279 -4.7374 4.0000 0.178 -0.130 -0.234
C -7.3293 -5.6601 4.8421 -0.424 -0.230 -0.067
O -6.6000 -6.6170 4.0789 0.063 0.412 0.255
C -5.3925 -6.1277 3.5140 -0.090 -0.392 -0.053
H -4.1080 -3.6366 0.5440 -0.062 0.066 0.132
H -5.8458 -3.8708 0.7850 -0.094 0.065 -0.186
H -5.2060 -2.2597 0.3304 -0.067 -0.025 -0.049
H -6.4469 -1.5337 2.0487 0.029 -0.229 -0.026
H -5.3389 -1.2266 3.3883 -0.039 -0.016 -0.016
H -7.3789 -2.0951 4.3525 0.008 -0.040 -0.017
H -6.0739 -3.2842 4.5336 0.118 0.170 0.135
H -6.9960 -4.2917 2.4540 -0.108 0.150 0.125
H -8.8526 -5.3713 3.3618 0.029 -0.016 0.143
H -8.9086 -4.1956 4.6661 0.103 0.006 0.035
H -7.9897 -6.2454 5.4912 0.043 0.005 -0.092
H -6.6650 -5.1083 5.5156 0.126 0.071 -0.148
H -4.9091 -5.3771 4.1462 -0.101 0.050 -0.081
H -5.5783 -5.7290 2.5155 0.177 0.203 -0.016
H -4.7081 -6.9722 3.4018 -0.099 0.015 0.072


2.
165
Properties=species:S:1:pos:R:3:forces:R:3 method="wB97M-V/def2-TZVPD" charge=+1
C -6.9364 5.3063 -1.0482 -0.622 -0.113 -0.416
C -6.3150 4.1841 -0.6806 0.633 0.126 0.378
C -4.9449 4.1357 0.0813 -2.017 -0.130 0.069
C -4.3996 2.6810 -0.0314 -0.444 0.403 0.472
N -4.7451 1.9158 1.2163 1.035 0.934 -0.688
C -6.1435 1.5826 1.5613 -0.831 -1.015 0.227
O -6.5478 2.1096 2.8046 0.716 0.188 -0.541
C -7.0903 3.3969 2.7085 1.273 1.388 2.115
C -6.3891 4.4678 3.5771 0.796 -0.609 -0.609
O -8.0240 3.6628 2.0601 -1.378 -0.331 -1.521
C -3.6856 1.5859 1.8716 -0.333 -0.720 1.580
C -3.8594 0.7904 3.1778 1.479 0.233 -0.308
C -4.2313 -0.7219 2.9640 0.096 -0.397 1.155
C -3.0847 -1.7105 3.4204 0.309 0.346 -0.227
S -2.7334 -2.8112 1.9881 0.079 0.013 -0.429
C -1.0051 -3.3796 2.0812 0.101 -0.351 0.735
S -0.7429 -4.8815 2.6578 -0.122 0.603 -0.124
N 0.0084 -2.4959 1.6333 -0.147 -0.681 0.111
C 1.3383 -2.8446 2.1714 0.869 0.401 -0.118
C 2.4557 -1.8693 1.6881 -0.043 -0.465 0.539
O 2.4972 -1.7049 0.2761 -0.504 -0.431 0.290
C 1.2046 -1.4779 -0.2771 0.087 0.155 -0.088
C 0.1494 -2.5212 0.1705 0.426 0.848 -1.152
C -2.3174 2.0863 1.2696 -3.360 -1.344 -0.237
C -1.2879 0.9291 1.4210 1.449 0.266 0.545
C -0.0099 1.2669 2.2570 -0.184 -0.441 -0.022
C -0.2216 1.3192 3.7971 1.532 -0.474 -0.316
N 1.1252 1.1203 4.3949 -0.453 0.245 -0.010
P -2.0825 3.6785 2.2424 1.592 0.966 0.008
O -0.7758 4.3457 2.0650 -0.171 -0.245 0.165
C -2.8760 2.3965 -0.1929 -0.929 0.087 -0.755
B -1.9341 3.4367 -0.9865 0.992 0.267 -0.253
O -2.3873 4.4181 -1.8714 -0.056 -0.953 0.150
N -0.4792 3.3068 -0.7782 -0.207 0.432 -0.769
C 0.1014 2.4616 -1.8760 -0.575 0.027 -0.031
C 0.1885 4.6240 -0.9318 0.911 0.089 0.674
P -2.8625 0.9150 -1.4128 2.141 -1.533 -0.216
C -3.5738 1.4650 -3.0504 -1.010 1.076 0.794
C -3.8770 -0.4940 -0.7370 -0.673 0.726 -0.328
H -7.4209 5.2991 -2.0394 -0.892 -0.105 1.065
H -7.0505 6.2033 -0.4259 1.163 0.088 -0.697
H -6.7848 3.2280 -0.9727 0.931 0.380 -0.822
H -5.1081 4.4666 1.1280 0.368 -0.336 -0.352
H -4.3210 4.8966 -0.4081 0.079 -0.611 0.210
H -4.9901 2.1313 -0.7923 0.381 0.690 0.025
H -6.8583 1.9060 0.7872 0.692 0.112 0.030
H -6.1904 0.4783 1.6031 -0.066 0.589 0.234
H -6.4571 5.4393 3.0558 -0.365 -0.484 0.357
H -6.8191 4.5295 4.5884 0.143 -0.075 -0.428
H -5.3062 4.2340 3.6310 -0.558 0.007 0.324
H -4.5333 1.3074 3.8836 0.015 -0.233 -0.683
H -2.8633 0.8237 3.6623 -0.556 -0.047 -0.178
H -5.0790 -0.9388 3.6424 0.218 0.163 -0.582
H -4.5417 -0.9732 1.9369 0.125 0.279 0.390
H -2.1538 -1.1830 3.6922 -0.446 -0.135 -0.153
H -3.3989 -2.2966 4.3029 0.138 0.151 -0.573
H 1.2805 -2.7895 3.2747 0.151 -0.296 -0.524
H 1.6573 -3.8529 1.8280 -0.402 0.363 0.388
H 2.4215 -0.9025 2.2328 -0.178 -0.237 -0.467
H 3.4087 -2.3580 1.9737 -0.410 0.360 -0.192
H 0.9176 -0.4374 -0.0213 -0.255 -0.463 -0.066
H 1.3205 -1.5330 -1.3761 -0.040 -0.016 0.537
H -0.7828 -2.2944 -0.3802 0.183 -0.077 0.573
H 0.5048 -3.5191 -0.1743 -0.227 0.326 0.330
H -1.7266 0.0237 1.8900 -0.093 0.564 -0.336
H -0.9216 0.5862 0.4358 -0.499 0.498 0.266
H 0.6797 0.4162 2.0907 -0.393 0.321 0.095
H 0.5326 2.1503 1.8739 -0.522 -0.252 0.290
H -0.5674 2.2993 4.1635 -0.200 -0.512 -0.160
H -0.8495 0.4604 4.1150 -0.320 0.718 -0.165
H 1.3859 0.1395 4.3227 0.011 0.226 0.123
H 1.1239 1.3839 5.3763 0.077 -0.165 -0.155
H -3.0927 4.6198 1.8787 -0.236 -0.923 0.061
H -2.3671 3.3417 3.6029 -0.333 -0.144 -0.510
H -2.8777 4.0387 -2.6170 -0.267 0.422 0.333
H 1.1811 2.6663 -1.9791 -0.462 -0.249 0.306
H -0.3712 2.7778 -2.8363 0.417 -0.352 0.198
H -0.1118 1.3936 -1.7067 0.298 0.470 -0.129
H 0.3316 4.9138 -1.9915 -0.430 0.065 0.446
H 1.2090 4.5201 -0.5031 -0.532 0.039 -0.213
H -0.2946 5.4125 -0.3293 0.033 -0.371 -0.490
H -4.2351 0.6967 -3.4917 0.608 0.182 0.211
H -2.7452 1.7400 -3.7216 -0.321 -0.354 0.222
H -4.2264 2.3643 -2.9345 0.255 -0.474 -0.178
H -3.2489 -1.0175 0.0051 -0.440 0.233 -0.242
H -4.8731 -0.2111 -0.3372 0.436 -0.288 -0.010
H -4.0761 -1.1783 -1.5851 0.290 0.326 0.386
O 6.3145 -6.7306 2.5972 -3.530 -1.517 1.264
P 5.4286 -6.5853 1.3878 5.276 3.097 -4.536
O 6.2230 -7.5625 0.3221 -0.758 -0.160 0.505
C 6.0474 -8.9721 0.4882 0.014 -0.349 0.091
C 4.6189 -9.4193 0.2317 -0.091 0.094 -0.052
O 5.9499 -5.0775 0.9730 -0.901 -0.160 0.125
C 6.7818 -4.2964 1.8312 0.433 0.063 0.216
C 8.2520 -4.6089 1.6232 0.130 0.048 -0.236
O 4.1241 -6.4388 0.3550 -0.372 -1.183 2.560
C 3.9807 -5.3743 -0.5980 -0.126 0.882 -0.049
C 5.0298 -5.3566 -1.6925 0.229 -0.326 -0.190
H 6.3567 -9.2584 1.4982 0.059 0.027 -0.029
H 6.7185 -9.4635 -0.2161 0.064 0.182 -0.018
H 3.9283 -8.9893 0.9635 0.012 -0.055 -0.002
H 4.5366 -10.5054 0.2947 0.077 0.016 0.026
H 4.2847 -9.0985 -0.7561 0.023 -0.027 0.032
H 6.4866 -4.4160 2.8737 0.035 -0.220 -0.060
H 6.6030 -3.2461 1.5860 -0.151 -0.088 -0.223
H 8.4570 -5.6781 1.5941 -0.190 -0.062 0.218
H 8.8581 -4.1641 2.4134 0.019 0.034 -0.068
H 8.5899 -4.2089 0.6641 0.015 0.077 0.072
H 3.9320 -4.4195 -0.0716 0.162 -0.055 -0.033
H 3.0028 -5.5129 -1.0654 -0.046 -0.321 0.222
H 6.0554 -5.3993 -1.3312 -0.168 0.077 0.183
H 4.9314 -4.4368 -2.2742 -0.150 -0.044 0.023
H 4.8997 -6.2077 -2.3629 -0.080 0.035 -0.037
O 11.7899 -3.5575 1.8157 0.526 -1.202 3.825
P 13.2892 -3.6716 1.9092 1.626 2.187 -7.151
O 13.7191 -2.0995 1.6443 -0.105 -0.413 0.820
C 13.5551 -1.1952 2.7391 -0.089 0.216 0.233
C 14.4689 -1.5183 3.9085 0.089 -0.093 -0.012
O 13.4994 -4.3518 0.4219 0.288 -0.386 0.699
C 12.4029 -4.8209 -0.3592 -0.360 0.041 -0.228
C 11.8035 -3.7117 -1.2054 0.142 0.158 -0.191
O 14.8463 -4.0766 2.3439 -2.239 -0.245 1.880
C 15.8264 -4.5847 1.4229 0.251 -0.713 -0.534
C 16.2347 -3.6131 0.3324 -0.003 0.454 0.008
H 12.5095 -1.2056 3.0633 -0.006 0.023 -0.062
H 13.7766 -0.1956 2.3648 -0.002 -0.093 -0.165
H 14.2293 -2.4922 4.3455 -0.003 0.048 0.026
H 14.3711 -0.7677 4.6945 -0.057 0.021 -0.052
H 15.5104 -1.5557 3.5863 -0.043 0.016 0.013
H 11.6528 -5.2995 0.2702 0.011 0.196 0.082
H 12.7875 -5.6033 -1.0177 0.241 0.065 0.090
H 11.6396 -2.7944 -0.6417 -0.091 -0.134 0.227
H 10.8516 -4.0276 -1.6364 0.038 -0.028 -0.012
H 12.4824 -3.4511 -2.0209 -0.041 -0.069 -0.016
H 15.4802 -5.5320 1.0089 -0.097 0.150 -0.052
H 16.7089 -4.8199 2.0206 -0.204 0.123 0.304
H 15.4013 -3.1752 -0.2138 -0.061 -0.215 0.123
H 16.8614 -4.1307 -0.3976 0.060 -0.055 0.146
H 16.8039 -2.7820 0.7518 0.080 -0.056 0.015
O -9.8983 6.5128 -4.8581 -1.535 3.566 0.910
P -11.3850 6.2695 -4.9205 0.251 -7.305 -1.806
O -11.5481 5.1726 -3.6963 -0.102 0.827 0.064
C -11.5174 5.6901 -2.3651 0.041 0.123 0.301
C -12.6997 6.5932 -2.0597 -0.085 0.024 -0.080
O -11.3467 5.3214 -6.2683 -0.451 0.669 0.075
C -10.1741 5.1810 -7.0659 0.395 -0.110 -0.081
C -9.2727 4.0756 -6.5446 -0.067 -0.290 0.032
O -13.0356 6.4374 -5.0551 1.754 2.239 0.784
C -13.8457 5.6736 -5.9664 -0.240 -0.157 -0.912
C -13.8798 4.1837 -5.6869 0.065 -0.213 0.406
H -10.5782 6.2320 -2.2103 0.018 -0.049 -0.003
H -11.5244 4.8366 -1.6863 0.027 -0.102 -0.168
H -12.6874 7.4918 -2.6832 0.003 -0.001 0.058
H -12.6838 6.9119 -1.0162 0.067 -0.038 -0.009
H -13.6405 6.0771 -2.2549 0.043 0.012 0.021
H -9.6442 6.1292 -7.1498 -0.004 -0.034 0.211
H -10.5000 4.9274 -8.0770 -0.241 -0.022 0.103
H -9.1234 4.1284 -5.4669 0.012 0.284 0.006
H -8.2967 4.1128 -7.0316 -0.039 -0.005 -0.036
H -9.7209 3.0990 -6.7430 0.032 0.031 -0.069
H -13.5384 5.8841 -6.9907 0.122 -0.087 0.106
H -14.8600 6.0643 -5.8683 0.150 0.246 0.264
H -12.8986 3.7235 -5.5845 0.004 0.221 -0.126
H -14.3905 3.6733 -6.5066 -0.097 0.135 0.027
H -14.4187 3.9787 -4.7605 -0.090 0.019 -0.043


no.,HOMO level (eV),lowest unoccupied orbital energy (eV)
1,-7.41,-0.057
2,-10.75,-3.735